Entry from the OMol25 dataset: C9H12NaO4 as an isolated structure (ωB97M-V with the def2-TZVPD basis set).

**Charge**: +1
**Energy**: -813.1555 Eh
**Molecular weight**: 207.181 g/mol
**Gap between HOMO and LUMO**: 7.673 eV

Each line ends with the Löwdin charge.
Atoms and positions in Å:
H 0.78 -3.07 -1.48  -0.007
H -1.13 2.23 2.81  0.076
C 2.02 0.90 -0.74  -0.356
H -0.92 -0.86 -1.62  0.129
C -1.72 2.64 1.98  -0.098
H -0.25 0.53 -2.51  0.150
C -2.38 1.52 1.19  -0.221
C -1.39 0.55 0.56  -0.214
C 1.56 -1.32 -0.54  -0.107
H 0.14 -2.80 0.13  0.113
O 3.73 -1.79 0.39  0.196
C 1.00 -0.19 -0.95  -0.043
H -3.06 0.95 1.84  0.112
O 3.15 0.32 -0.17  0.172
H -2.98 1.93 0.38  0.118
O 1.96 2.05 -0.99  0.232
O -1.09 1.00 -0.76  -0.106
H -1.79 -0.47 0.52  0.123
H -1.05 3.21 1.34  0.081
C -0.36 0.09 -1.52  -0.160
Na 0.91 -4.12 -2.84  0.908
C 2.93 -1.02 -0.04  -0.408
H -2.46 3.32 2.40  0.076
C 1.05 -2.73 -0.48  0.000
H -0.46 0.52 1.16  0.127
H 1.81 -3.38 -0.05  0.106

***

Entry from the OMol25 dataset: C9H12O as an isolated structure (ωB97M-V with the def2-TZVPD basis set).

**Charge**: 0
**Energy**: -425.1702 Eh
**Energy above the lowest of the compared OMol25 structures with the same formula, charge and spin**: 526.55 kJ/mol
**Molecular weight**: 136.194 g/mol
**Gap between HOMO and LUMO**: 8.797 eV

Each line ends with the Löwdin charge.
Atoms and positions in Å:
C -1.66 0.06 -1.22  -0.070
H -1.73 -2.75 -1.11  0.158
C -2.02 1.03 0.87  -0.182
H -1.42 -0.23 -2.28  0.135
H 2.03 -1.54 -2.05  0.082
C 0.63 -0.65 -0.47  -0.005
C 2.96 0.30 0.64  -0.065
H 1.69 0.35 -2.07  0.087
C 1.61 -0.64 -1.58  -0.136
H 2.55 0.75 1.59  0.078
C -1.28 -0.94 -0.20  -0.403
C 1.85 -0.37 -0.15  -0.255
H 3.41 1.10 0.01  0.073
O -1.46 -2.32 -0.21  -0.002
H -2.17 2.21 -1.10  0.113
C -1.52 -0.39 1.13  -0.156
H -0.57 -0.35 1.72  0.129
C -2.08 1.19 -0.65  -0.076
H -1.36 1.92 1.31  0.150
H 3.92 -0.27 0.92  0.092
H -2.30 -0.97 1.72  0.143
H -3.09 1.16 1.18  0.110

***

Entry from the OMol25 dataset: a 2-piece molecular cluster, C9H12O2 overall (ωB97M-V with the def2-TZVPD basis set).

**Charge**: 0
**Energy**: -500.4069 Eh
**Energy above the lowest of the compared OMol25 structures with the same formula, charge and spin**: 563.09 kJ/mol
**Molecular weight**: 152.193 g/mol
**Gap between HOMO and LUMO**: 8.162 eV

Each line ends with the Löwdin charge.
Atoms and positions in Å:
C 0.73 -0.73 -0.07  -0.587
H 2.51 2.13 -0.85  0.101
H 2.71 -0.43 -0.69  0.157
H 1.26 -2.84 -0.39  0.324
C 1.82 1.55 -0.23  -0.190
C -1.61 -0.50 0.95  -0.035
H 2.32 -1.84 1.11  0.089
C 1.29 2.07 0.86  0.013
O 0.54 -1.76 -1.12  -0.098
C -2.79 0.09 0.49  -0.051
H -1.63 -1.09 1.90  0.131
H 1.41 -0.52 1.96  0.102
C -0.56 -0.23 0.09  -0.337
C 1.72 0.17 -0.74  -0.168
H -2.73 1.33 -1.59  0.161
O -1.01 0.52 -0.91  0.052
H -3.73 0.15 1.04  0.108
C -2.36 0.66 -0.69  -0.095
H 1.39 0.17 -1.87  0.162
H 1.31 3.06 1.40  0.076
H 0.79 -2.06 1.58  0.030
H 0.55 1.34 1.40  0.082
C 1.37 -1.34 1.21  -0.028

***

Entry from the OMol25 dataset: C9H12O3 as an isolated structure (ωB97M-V with the def2-TZVPD basis set).

**Charge**: 0
**Energy**: -575.5613 Eh
**Energy above the lowest of the compared OMol25 structures with the same formula, charge and spin**: 795.98 kJ/mol
**Molecular weight**: 168.192 g/mol
**Gap between HOMO and LUMO**: 8.705 eV

Each line ends with the Löwdin charge.
Atoms and positions in Å:
C 1.29 -0.86 -0.23  -0.039
H 2.04 -1.68 -0.42  0.090
H 3.44 -0.84 0.92  0.139
H -3.01 0.79 -0.55  0.132
H -1.32 3.20 -0.30  0.104
H 0.77 2.67 0.03  0.128
C 0.58 1.55 0.16  0.060
C -0.82 1.05 0.39  -0.063
C -1.74 2.27 0.20  -0.276
O 2.98 0.95 -0.10  -0.154
H -2.06 2.94 1.48  0.186
C -0.97 -0.41 0.17  -0.239
H 3.80 -0.91 -0.99  0.101
H -3.85 -2.05 -0.50  0.187
H 0.03 -2.35 -0.46  0.122
H -2.44 -2.02 1.25  0.114
C -2.65 -1.98 0.11  -0.113
H 5.02 0.25 -0.04  0.103
H -1.70 -2.72 -0.37  0.127
O -2.33 -0.64 -0.01  -0.232
C 1.67 0.59 -0.08  -0.255
C 3.98 -0.24 -0.02  -0.026
O -2.68 1.78 -0.69  -0.109
C -0.01 -1.34 0.03  -0.085